The following is a DFT calculation (ωB97M-V/def2-TZVPD) of a 2-piece molecular cluster, C4H7N2O overall in a non-equilibrium geometry.

XYZ file:
```
14
Properties=species:S:1:pos:R:3:forces:R:3
C -0.958 -0.098 -1.150 0.35 -0.93 -0.45
C 2.204 -0.096 -0.060 -3.29 -2.36 -1.71
C -0.625 0.668 1.027 0.16 -1.59 -1.01
C 0.144 -0.702 0.766 2.79 2.69 -1.05
N -1.246 0.875 -0.311 0.96 -0.48 -0.05
N -0.255 -1.045 -0.566 -0.82 -0.77 0.85
O 2.456 -0.592 -1.104 0.04 1.30 2.45
H -1.130 -0.201 -2.240 -0.47 0.52 0.98
H 2.349 0.762 0.545 1.35 1.00 0.43
H -1.425 0.537 1.719 -0.56 -0.08 0.83
H -0.084 1.573 1.303 0.53 -0.30 0.05
H 0.486 -1.401 1.541 -0.97 0.13 -0.66
H -1.740 1.703 -0.534 -0.39 0.64 -0.41
H -0.175 -1.982 -0.935 0.31 0.23 -0.26
```
Forces are in eV/Å.

Output
HOMO-LUMO gap (spin up / spin down): 8.1 / 8.1 eV
LUMO (spin up / spin down): -4.02 / -4.02 eV
total charge: +1
energy above the lowest of the compared OMol25 structures with the same formula, charge and spin: 327.6 kJ/mol



The following is a DFT calculation (ωB97M-V/def2-TZVPD) of C16H36BrClInNO6P as an isolated structure.

XYZ file:
```
63
Properties=species:S:1:pos:R:3:forces:R:3
C -0.561 -4.261 1.566 0.26 0.51 0.08
C -0.097 -2.883 1.063 -0.17 -0.48 -0.12
Br 1.113 -2.117 2.449 0.05 0.08 -0.01
C 0.586 -2.898 -0.286 0.23 0.62 0.36
In 1.369 -0.866 -0.887 -0.51 -0.16 -0.36
C 1.532 -0.683 -3.118 0.28 0.24 0.58
N 2.622 0.198 -3.619 -0.04 -0.28 -0.31
C -0.048 0.631 -0.057 0.29 0.00 -0.19
C 0.391 2.106 -0.137 -0.41 0.01 0.33
C 0.850 2.683 1.212 0.45 -0.31 -0.47
C 2.258 2.224 1.514 -0.14 0.09 0.25
O 2.763 2.896 2.681 -0.37 0.12 -0.12
P 3.764 -0.756 0.089 0.14 -0.07 0.50
O 4.425 -2.003 -0.798 -0.24 -0.02 -0.21
Cl 4.741 0.898 -0.887 0.04 0.22 -0.15
H -1.596 -4.408 1.270 -0.02 -0.23 -0.13
H -0.485 -4.334 2.648 -0.14 -0.06 0.07
H 0.067 -5.030 1.121 -0.04 -0.14 -0.01
H -0.950 -2.210 1.042 0.09 0.24 0.18
H 1.395 -3.628 -0.251 0.01 -0.15 -0.19
H -0.168 -3.207 -1.014 0.03 -0.14 -0.13
H 0.584 -0.289 -3.484 -0.12 -0.12 -0.12
H 1.670 -1.683 -3.529 -0.11 -0.07 -0.19
H 2.275 1.132 -3.772 -0.02 0.13 0.11
H 3.369 0.267 -2.946 0.03 0.09 0.05
H -0.956 0.495 -0.651 -0.05 -0.07 -0.06
H -0.325 0.388 0.970 0.01 -0.06 0.11
H 1.192 2.238 -0.869 0.07 0.13 -0.09
H -0.440 2.732 -0.473 -0.04 0.03 -0.10
H 0.187 2.318 1.995 -0.17 0.24 0.13
H 0.833 3.770 1.156 -0.06 0.06 0.23
H 2.258 1.146 1.690 0.10 -0.11 -0.08
H 2.897 2.449 0.660 0.11 -0.06 -0.10
H 3.669 2.612 2.781 0.35 -0.13 0.12
H 5.309 -2.171 -0.473 0.25 -0.14 0.10
O -3.114 -5.511 -0.244 0.01 -0.04 -0.09
C -4.185 -5.893 0.126 -0.09 -0.05 -0.08
O -4.275 -6.487 1.339 0.05 0.05 0.06
C -5.522 -6.831 1.940 -0.09 -0.06 0.04
C -6.025 -8.184 1.482 0.05 -0.01 -0.07
C -5.418 -5.789 -0.746 -0.08 0.18 0.13
H -6.259 -6.043 1.778 0.00 -0.01 -0.02
H -5.311 -6.851 3.008 0.03 0.00 0.01
H -6.232 -8.195 0.412 -0.03 0.02 0.00
H -6.942 -8.446 2.011 0.00 0.00 0.02
H -5.275 -8.949 1.684 0.00 0.00 0.03
H -5.438 -6.650 -1.413 0.00 -0.03 -0.01
H -5.323 -4.889 -1.348 0.08 -0.04 -0.05
H -6.357 -5.744 -0.201 0.01 -0.07 -0.02
O 0.116 5.761 -0.019 -0.23 0.12 0.02
C 1.043 6.442 -0.342 0.15 -0.09 -0.12
O 1.578 7.285 0.573 -0.05 -0.01 0.07
C 2.799 7.985 0.349 0.09 0.07 -0.02
C 2.588 9.282 -0.406 -0.08 -0.01 -0.03
C 1.603 6.409 -1.747 0.17 -0.11 0.06
H 3.529 7.340 -0.141 -0.01 0.00 -0.01
H 3.181 8.191 1.348 -0.02 -0.01 0.02
H 2.194 9.104 -1.407 0.04 -0.01 -0.01
H 3.530 9.823 -0.500 0.01 0.00 0.01
H 1.875 9.912 0.126 0.01 0.01 0.02
H 1.012 7.084 -2.367 -0.01 0.02 -0.01
H 1.483 5.398 -2.126 -0.09 0.00 0.01
H 2.651 6.685 -1.825 -0.04 0.06 -0.01
```
Forces are in eV/Å.

Output
HOMO-LUMO gap: 5.6 eV
LUMO: 2.09 eV
total charge: -1



The following is a DFT calculation (ωB97M-V/def2-TZVPD) of C4H6P2 as an isolated structure in a non-equilibrium geometry.

XYZ file:
```
12
Properties=species:S:1:pos:R:3:forces:R:3
C 1.404 0.972 0.059 1.31 -5.04 0.02
C 1.450 -0.926 -0.019 2.06 3.83 -0.34
C 0.190 1.798 0.005 1.79 -1.74 -4.01
C 0.276 -1.709 -0.299 -1.55 -1.35 0.23
P 3.065 1.101 0.181 -0.01 0.52 -0.02
P 3.143 -1.167 -0.043 -1.52 0.32 0.32
H 0.330 2.450 0.754 -0.35 2.98 2.45
H -0.632 1.156 0.098 -1.53 -0.51 0.30
H 0.239 2.215 -1.045 -0.61 0.17 1.27
H -0.534 -1.372 0.423 0.65 -0.68 -0.80
H 0.466 -2.866 -0.178 -0.48 2.22 -0.46
H -0.080 -1.407 -1.336 0.25 -0.72 1.05
```
Forces are in eV/Å.

Output
HOMO-LUMO gap (spin up / spin down): 7.4 / 7.4 eV
LUMO (spin up / spin down): -0.49 / -0.49 eV
energy above the lowest of the compared OMol25 structures with the same formula, charge and spin: 255.4 kJ/mol



The following is a DFT calculation (ωB97M-V/def2-TZVPD) of C42H51N5O10PS2SbW as an isolated structure in a non-equilibrium geometry.

XYZ file:
```
113
Properties=species:S:1:pos:R:3:forces:R:3
W -0.203 -0.406 0.096 -0.77 -0.09 -0.58
C 1.468 -3.210 -0.138 0.19 -0.02 0.11
C 1.895 -1.928 0.544 -0.03 -0.17 -0.29
C 2.470 -0.880 -0.213 0.25 -0.08 -0.15
C 2.791 -1.073 -1.675 0.06 0.03 -0.03
C 3.158 0.157 0.456 0.05 0.22 -0.03
C 3.927 1.171 -0.349 -0.04 0.03 0.00
C 3.239 0.164 1.841 0.17 0.15 0.10
C 4.131 1.185 2.519 -0.10 -0.10 0.00
C 2.623 -0.854 2.594 0.03 -0.03 0.26
C 2.615 -0.793 4.108 0.02 0.04 -0.08
C 2.054 -1.941 1.947 -0.12 -0.11 0.23
C 1.685 -3.189 2.706 -0.07 0.03 0.10
H 2.325 -3.882 -0.256 -0.01 0.00 0.02
H 1.066 -3.031 -1.124 -0.08 0.02 -0.20
H 0.725 -3.735 0.451 -0.09 -0.07 0.05
H 2.546 -0.200 -2.272 -0.01 0.06 -0.06
H 2.291 -1.924 -2.116 0.01 -0.04 -0.04
H 3.870 -1.239 -1.757 -0.05 0.02 -0.01
H 4.917 0.779 -0.611 -0.05 0.04 0.02
H 4.073 2.101 0.198 -0.01 -0.06 -0.03
H 3.418 1.418 -1.279 0.02 -0.02 0.01
H 5.161 1.053 2.177 -0.03 -0.01 0.00
H 4.137 1.088 3.602 -0.02 0.00 -0.07
H 3.862 2.211 2.271 -0.11 0.05 0.01
H 1.798 -1.384 4.518 0.03 0.03 -0.02
H 2.475 0.232 4.455 0.01 -0.05 -0.04
H 3.549 -1.160 4.546 -0.06 0.02 -0.03
H 2.188 -3.228 3.670 -0.04 -0.01 -0.06
H 1.990 -4.076 2.151 -0.01 0.02 0.05
H 0.606 -3.260 2.880 0.06 -0.01 -0.03
C 0.079 2.422 -6.267 0.04 0.03 -0.12
C -0.078 2.481 -4.773 -0.06 -0.02 -0.01
O -0.284 1.120 -4.297 0.34 0.02 -0.15
P -0.576 0.831 -2.781 0.07 -0.18 -0.17
S -0.386 -1.126 -2.484 -0.13 0.07 0.53
S 0.595 1.758 -1.489 0.13 -0.38 0.43
O -2.051 1.328 -2.536 -0.39 0.18 0.16
C -3.218 0.553 -2.902 -0.09 0.10 -0.21
C -3.586 0.754 -4.355 -0.01 0.04 -0.01
H 0.303 3.422 -6.646 -0.03 -0.09 0.01
H -0.837 2.067 -6.743 0.06 0.02 0.02
H 0.899 1.755 -6.539 -0.05 0.06 0.01
H -0.936 3.087 -4.480 -0.04 0.00 0.02
H 0.814 2.878 -4.288 0.05 -0.01 0.04
H -4.002 0.903 -2.237 -0.06 0.04 0.06
H -3.026 -0.497 -2.692 0.07 -0.11 0.07
H -3.830 1.800 -4.555 0.02 -0.05 0.00
H -4.460 0.145 -4.594 0.03 0.04 0.01
H -2.768 0.452 -5.011 -0.05 -0.02 0.02
O -2.043 1.898 7.044 0.01 0.01 -0.14
N -1.214 2.576 6.473 0.15 -0.10 -0.10
O -0.665 3.552 6.936 -0.05 -0.05 -0.16
C -0.826 2.157 5.100 -0.18 0.19 0.58
C 0.052 2.928 4.392 0.19 0.41 -0.01
C 0.413 2.553 3.110 0.21 0.38 0.12
C -0.036 1.351 2.552 -0.19 -0.26 -0.30
O 0.308 0.918 1.372 1.18 1.62 0.80
C -0.960 0.615 3.326 -0.04 -0.37 -0.33
C -1.364 1.005 4.571 -0.43 -0.27 0.34
N -1.474 -0.583 2.744 0.48 0.18 0.18
O -2.701 -0.752 2.538 -0.10 -0.10 0.10
O -0.556 -1.285 2.049 -0.55 0.38 -0.69
N 1.229 3.548 2.372 -0.19 -0.27 0.67
O 1.278 3.488 1.171 -0.13 -0.40 -1.08
O 1.769 4.408 3.024 0.26 0.22 0.39
H 0.441 3.843 4.812 0.01 0.01 0.02
H -2.085 0.427 5.137 0.06 -0.01 -0.06
C -2.120 4.274 0.718 0.02 -0.12 -0.01
N -1.705 2.920 0.384 -0.38 0.41 0.16
C -2.422 1.835 0.603 -0.24 0.29 0.51
N -3.615 1.962 1.217 -0.06 0.04 -0.05
O -2.056 0.669 0.278 0.54 -0.79 -0.45
H -1.372 4.959 0.332 0.03 0.00 0.00
H -2.189 4.423 1.799 0.01 -0.04 0.03
H -3.077 4.522 0.257 -0.01 -0.01 -0.02
H -0.837 2.791 -0.099 0.48 -0.09 -0.33
H -3.885 2.842 1.616 -0.03 0.05 0.02
H -3.986 1.129 1.641 -0.03 -0.20 0.07
C -1.640 -6.057 3.371 -0.04 0.02 0.02
C -2.238 -4.842 3.692 0.02 0.03 -0.02
C -2.354 -3.841 2.734 0.04 -0.16 -0.01
C -1.864 -4.047 1.443 0.05 0.02 0.07
C -1.280 -5.272 1.123 -0.08 0.00 0.09
C -1.169 -6.273 2.084 0.03 0.01 -0.01
Sb -2.080 -2.498 -0.015 -0.35 -1.17 -0.16
C -2.139 -3.673 -1.811 0.09 -0.01 -0.15
C -1.089 -4.504 -2.213 -0.16 0.05 -0.12
C -1.137 -5.173 -3.432 -0.02 0.07 0.08
C -2.227 -5.006 -4.276 -0.02 0.02 0.01
C -3.271 -4.174 -3.894 0.05 0.00 0.03
C -3.229 -3.512 -2.672 0.10 -0.08 0.05
C -4.191 -2.336 0.139 0.05 0.24 0.07
C -4.873 -1.128 0.121 -0.06 -0.07 -0.14
C -6.258 -1.103 0.247 0.06 -0.02 -0.03
C -6.959 -2.293 0.385 0.01 -0.02 0.02
C -6.278 -3.505 0.380 0.01 0.00 -0.02
C -4.895 -3.533 0.257 -0.03 0.04 0.07
H -1.561 -6.841 4.118 0.01 0.10 -0.07
H -2.619 -4.669 4.695 0.03 -0.04 -0.14
H -2.844 -2.911 2.993 0.05 -0.05 -0.01
H -0.930 -5.475 0.121 -0.01 -0.01 0.03
H -0.718 -7.224 1.819 -0.05 0.10 0.03
H -0.215 -4.638 -1.590 -0.03 0.00 -0.03
H -0.318 -5.822 -3.722 -0.05 0.04 0.02
H -2.262 -5.523 -5.228 0.00 0.04 0.08
H -4.125 -4.040 -4.548 0.04 -0.01 0.04
H -4.062 -2.877 -2.388 0.04 -0.03 -0.02
H -4.319 -0.213 -0.026 -0.01 0.09 0.07
H -6.789 -0.157 0.234 0.04 -0.04 -0.01
H -8.037 -2.278 0.495 0.07 -0.01 -0.03
H -6.825 -4.437 0.471 0.03 0.07 0.01
H -4.371 -4.484 0.256 -0.05 0.05 0.02
```
Forces are in eV/Å.

Output
HOMO-LUMO gap (spin up / spin down): 7.3 / 7.5 eV
LUMO (spin up / spin down): -3.00 / -3.52 eV
total charge: +1
multiplicity: 4
energy above the lowest of the compared OMol25 structures with the same formula, charge and spin: 13.2 kJ/mol